15
Properties=species:S:1:pos:R:3:lowdin_charge:R:1 method="wB97M-V/def2-TZVPD" de_lowest_kj_mol=165.5 fmax_ev_per_a=1.912 charge=0 orbital_gap_ha=0.3673 lumo_energy_ev=1.0968
C 0.1448 2.1794 1.6458 -0.0471
N 0.8461 1.6525 0.7237 -0.0340
C 0.1803 0.8505 -0.2148 -0.1855
C -0.3040 -0.3575 0.1337 -0.1300
C -0.8869 -1.3519 -0.8371 -0.2799
C 0.1306 -2.4219 -1.2049 -0.1101
H 0.5831 3.0130 2.1897 0.0639
H -0.8318 1.7634 1.9444 0.0831
H 0.1888 1.3462 -1.1876 0.1189
H -0.1701 -0.6722 1.1713 0.1103
H -1.2585 -0.7398 -1.6551 0.0975
H -1.7961 -1.8060 -0.4265 0.1021
H 0.7408 -2.5733 -0.3161 0.0681
H -0.2806 -3.3238 -1.6572 0.0682
H 0.8709 -2.0030 -1.8986 0.0746



15
Properties=species:S:1:pos:R:3:lowdin_charge:R:1 method="wB97M-V/def2-TZVPD" de_lowest_kj_mol=192.5 fmax_ev_per_a=2.843 charge=0 orbital_gap_ha=0.3238 lumo_energy_ev=1.0486
C 0.5490 0.4942 -2.3794 0.0192
C 0.6130 1.1185 -1.1842 -0.1207
C -0.0258 0.5048 0.0129 -0.3653
N 0.1048 1.3389 1.1596 0.0759
C -0.4269 -0.7568 0.1294 -0.1296
C -0.4324 -1.6188 1.4100 -0.0969
H -0.1325 -0.3241 -2.5060 0.0529
H 1.2402 0.9339 -3.0919 0.0548
H 0.8986 2.1565 -1.1013 0.0936
H -0.3461 0.8815 1.9357 0.0581
H -0.0643 2.3251 1.0809 0.0783
H -0.5620 -1.5206 -0.6330 0.0918
H -0.6837 -0.9948 2.2765 0.0534
H -1.2272 -2.3671 1.4156 0.0627
H 0.4953 -2.1712 1.4752 0.0718